Record 1
Here is a cluster of 9 separate species, C42H103N9O4 in total at a distorted geometry from the OMol25 dataset. Energies are from the ωB97M-V functional and the def2-TZVPD basis.

E_HOMO (alpha / beta): -9.0 / -9.0 eV
spin multiplicity: 2
relative energy (zero: lowest compared OMol25 entry of this formula, charge and spin): 0.00 kJ/mol
net charge: +1
E_LUMO (alpha / beta): -0.0887 / -0.2648 Ha
gap between HOMO and LUMO (alpha / beta): 6.616 / 1.825 eV

XYZ file:
```
158
Properties=species:S:1:pos:R:3:forces:R:3
C -5.995716 5.335544 -1.096689 0.5 -0.8 -0.5
C -6.405196 3.933664 -1.564739 0.1 -0.6 0.4
N -5.495236 2.817944 -1.147119 -1.1 1.8 1.2
C -4.213296 2.897414 -1.808009 -0.6 0.0 -0.5
C -4.277186 2.533894 -3.284329 1.2 -0.2 -0.8
C -6.134306 1.526934 -1.205549 0.3 -1.6 0.5
C -5.339656 0.357914 -0.477849 -0.5 1.4 -0.1
H -5.647826 5.316874 -0.063869 0.0 0.0 0.0
H -6.845476 6.013934 -1.172859 0.2 0.1 -0.2
H -5.190016 5.615094 -1.775509 0.1 0.7 0.3
H -7.421346 3.798724 -1.194139 0.1 -0.7 0.1
H -6.460456 3.930364 -2.653329 -0.3 0.2 -0.2
H -3.851826 3.925664 -1.796919 0.0 0.1 0.5
H -3.538686 2.278424 -1.216539 0.2 0.0 -0.6
H -3.382106 2.920514 -3.771629 0.5 -0.3 0.1
H -4.292686 1.461064 -3.476389 -0.2 0.1 0.0
H -5.019016 3.045194 -3.897809 -0.6 -0.2 0.5
H -6.303966 1.226224 -2.239419 -0.1 -0.2 -0.3
H -7.113086 1.561654 -0.727139 0.0 0.3 0.0
H -5.852256 -0.602696 -0.528729 0.1 0.0 -0.6
H -5.300776 0.547864 0.594771 0.1 0.3 0.1
H -4.314116 0.318264 -0.844979 -0.1 -0.4 -0.1
C 4.697344 -5.812816 -2.742619 0.1 0.9 0.2
C 5.538754 -4.505856 -2.731479 0.2 -0.3 -0.6
N 4.830254 -3.222726 -2.865459 -0.7 0.2 0.0
C 3.759874 -2.943406 -1.854429 0.7 -0.4 -0.4
C 4.270664 -3.082676 -0.418419 -0.2 0.3 -0.2
C 4.418094 -2.983936 -4.272429 1.1 0.7 0.7
C 3.957774 -1.555076 -4.512749 -1.3 0.1 -0.1
H 4.064604 -5.756016 -1.856889 -0.2 -0.5 0.0
H 5.307334 -6.716146 -2.740399 0.2 0.2 0.4
H 4.074274 -5.914986 -3.631119 -0.1 0.3 0.0
H 6.211074 -4.454566 -1.875069 -0.4 -0.1 0.4
H 6.248624 -4.550136 -3.557449 -0.1 0.1 -0.2
H 3.366574 -1.941646 -2.027289 0.3 0.2 0.0
H 2.880014 -3.575706 -1.973349 -0.2 -0.5 -0.2
H 4.388694 -4.125836 -0.125189 0.4 0.0 -0.1
H 5.182794 -2.501486 -0.283009 0.2 -0.3 0.0
H 3.557824 -2.681726 0.302131 -0.3 0.1 -0.1
H 3.678464 -3.705746 -4.618889 -0.2 -0.1 -0.2
H 5.317644 -3.067086 -4.882349 0.1 -0.6 0.0
H 2.963424 -1.445236 -4.079959 0.0 0.4 0.3
H 3.774464 -1.330136 -5.563419 0.2 -0.4 -0.3
H 4.611504 -0.752236 -4.171879 0.2 -0.3 0.4
C 4.483674 1.956404 -2.169439 0.6 -0.3 0.0
C 4.096384 0.967974 -1.077479 0.1 0.4 0.3
N 4.336324 1.550744 0.279271 -0.6 0.0 0.6
C 3.637154 0.855264 1.377471 -1.2 0.4 -1.4
C 2.126494 1.089234 1.313901 0.4 -0.1 0.9
C 5.732314 1.563534 0.692841 0.8 -1.0 -1.4
C 6.372644 0.144374 0.792951 0.2 0.6 0.1
H 5.552224 2.171024 -2.185299 0.0 0.4 0.3
H 3.883484 2.854514 -2.023609 0.3 0.2 -0.1
H 4.307964 1.555924 -3.167859 -0.3 -0.2 0.0
H 3.052274 0.785424 -1.331669 -0.5 0.1 1.0
H 4.530854 -0.025026 -1.192719 0.5 -0.1 -0.1
H 3.861784 -0.208376 1.298031 -0.2 -0.4 0.3
H 3.966014 1.221954 2.349831 0.4 0.0 -0.2
H 1.670084 0.676264 0.414321 -0.2 0.0 0.2
H 1.727534 0.649574 2.228031 -0.5 -0.5 -0.3
H 1.884104 2.142834 1.452761 0.2 0.2 -0.5
H 5.881964 2.102414 1.628421 -0.4 0.0 0.1
H 6.312914 2.116264 -0.045729 0.0 0.1 -0.1
H 6.022494 -0.446376 1.639421 0.2 0.2 0.2
H 7.446424 0.319654 0.859081 0.1 -0.4 0.2
H 6.196194 -0.495196 -0.071869 0.0 0.3 -0.2
C 1.729314 -3.471756 3.183061 0.7 -0.1 -0.6
C 2.330044 -4.869856 2.900541 -1.0 0.2 1.4
N 1.309064 -5.821576 2.535751 -0.7 0.1 0.2
C 0.717614 -5.614776 1.219571 -0.1 0.3 0.2
C 1.618394 -5.797506 0.008051 0.5 -0.4 0.2
C 1.653484 -7.178386 2.882201 0.4 -0.1 -0.9
C 0.507794 -8.138376 2.857761 -1.1 -0.3 0.2
H 1.680474 -2.920436 2.244041 -0.3 0.2 0.0
H 2.385004 -2.887766 3.828901 0.1 -0.1 0.1
H 0.737904 -3.488626 3.635751 0.1 -0.3 -0.1
H 3.181744 -4.796786 2.224261 0.2 0.0 -0.3
H 2.676434 -5.289846 3.844851 0.5 0.3 0.1
H 0.367944 -4.583736 1.272291 -0.3 0.1 -0.3
H -0.159636 -6.241016 1.057221 0.0 0.0 0.4
H 2.339444 -4.985536 -0.086289 -0.2 0.1 -0.3
H 1.024174 -5.963706 -0.890489 0.1 0.4 -0.1
H 2.222754 -6.697066 0.124791 0.0 -0.2 0.0
H 2.444984 -7.466096 2.190211 0.3 -0.8 -0.1
H 2.080904 -7.284906 3.879231 0.1 0.7 0.1
H 0.858344 -9.103976 3.222211 -0.1 -0.1 -0.2
H -0.278996 -7.805336 3.534621 0.1 0.1 0.4
H -0.063896 -8.253776 1.936911 0.6 -0.1 -0.4
C -2.382806 4.303114 2.466401 -0.7 0.4 -0.8
C -3.181396 5.609794 2.166891 1.3 -1.2 -0.7
N -2.322186 6.741534 1.689481 -1.3 0.4 3.9
C -1.185236 6.990854 2.657731 0.0 -1.8 -0.3
C -0.282986 8.080184 2.336381 0.8 1.9 -1.1
C -3.120806 7.910764 1.351231 -0.4 0.9 -1.3
C -3.698506 8.731414 2.551631 0.5 -0.2 0.6
H -1.739626 4.325994 3.346121 -0.4 0.0 0.1
H -1.781126 3.979264 1.617171 0.1 0.3 -0.1
H -3.146396 3.527254 2.521751 0.1 -0.1 0.5
H -4.001936 5.432834 1.471541 0.3 0.0 -0.4
H -3.709446 5.925284 3.066731 0.3 0.5 0.3
H -1.632576 7.154604 3.638131 -0.6 -0.1 0.0
H -0.581686 6.090814 2.774971 -0.5 -0.3 -0.3
H -0.828636 9.023504 2.313551 0.3 0.2 -0.1
H 0.544554 8.200404 3.035541 -0.3 -0.3 0.3
H 0.203624 7.921584 1.374011 -0.1 0.1 -0.1
H -3.922036 7.598354 0.681501 -0.1 -0.3 0.3
H -2.535736 8.582854 0.723471 0.4 0.1 0.2
H -2.905666 9.123954 3.188361 0.2 -0.1 -0.1
H -4.363746 8.163994 3.202461 0.0 -0.3 -0.2
H -4.259366 9.617464 2.254241 0.1 -0.3 -0.6
C 0.171364 -1.829416 -0.163639 -0.8 0.1 -0.4
C -0.756756 -0.943126 0.652771 1.1 0.0 1.6
O -0.854376 -1.105236 1.885221 -0.2 0.2 -1.7
N -1.326096 0.084974 -0.004579 0.7 -0.5 -0.4
C -2.001526 1.160114 0.640191 -0.6 0.0 0.6
H 1.202134 -1.869116 0.188551 -0.2 0.3 0.4
H 0.178444 -1.434786 -1.179669 0.1 -0.4 -0.2
H -0.205376 -2.851406 -0.122529 0.0 0.0 -0.2
H -1.362416 0.054334 -1.013459 0.0 0.1 -0.2
H -1.994126 2.070334 0.040571 0.2 -0.2 -0.2
H -1.526666 1.371374 1.598311 -0.1 -0.1 0.1
H -3.039356 0.863844 0.792581 -0.1 0.4 0.4
C -3.116676 -4.268346 -0.298339 0.3 0.1 -0.3
C -2.470856 -4.478066 -1.708119 -0.6 -1.2 2.0
O -1.807596 -5.493466 -1.866619 0.2 0.5 -0.4
N -2.726996 -3.614336 -2.704829 1.3 -0.1 -0.4
C -3.525116 -2.444916 -2.760379 -1.5 0.7 0.1
H -4.196306 -4.120326 -0.322579 0.0 0.1 -0.2
H -2.669116 -3.461016 0.281311 0.0 0.5 -0.3
H -2.918136 -5.131816 0.336561 0.0 -0.3 -0.5
H -2.230496 -3.819396 -3.560139 0.0 -0.3 0.1
H -3.854386 -2.062996 -1.794039 0.4 -0.2 0.2
H -4.449026 -2.708526 -3.275159 -0.2 0.3 -0.2
H -3.046126 -1.614706 -3.279439 0.2 -0.1 0.0
C -2.754676 0.593754 4.336491 -0.6 -0.2 -0.3
C -1.479196 0.325444 5.089991 -0.2 1.3 3.2
O -1.337726 0.665544 6.305001 -0.6 -0.5 -2.6
N -0.493866 -0.244246 4.424201 1.4 0.8 0.9
C 0.842054 -0.381546 5.050431 -0.1 -1.2 -1.6
H -2.836746 0.007544 3.421221 0.1 -0.2 0.1
H -2.837516 1.629344 4.006651 0.3 0.2 0.3
H -3.621226 0.395454 4.967251 0.1 0.0 0.1
H -0.599436 -0.506706 3.454631 0.0 -0.1 -0.1
H 1.357994 0.395294 5.614741 -1.2 0.5 0.1
H 1.451414 -0.491036 4.153331 0.5 -0.5 0.2
H 0.861494 -1.314276 5.614121 0.2 0.1 0.1
C -0.036086 2.227324 -2.572669 -0.2 -0.1 -0.2
C -0.559056 0.912464 -3.183169 -0.9 1.9 0.7
O -1.618646 0.406384 -2.830589 -0.7 0.0 0.9
N 0.151384 0.293354 -4.080639 0.5 -1.9 -0.5
C 1.249554 0.773054 -4.842059 -0.1 1.2 -0.2
H 0.513174 2.912634 -3.218249 0.5 -0.6 -0.3
H 0.585954 1.900684 -1.739319 0.2 0.3 0.1
H -0.812466 2.899884 -2.207979 -0.5 -0.7 0.2
H -0.238176 -0.608226 -4.316209 0.0 0.1 -0.1
H 2.019394 1.168554 -4.179469 0.5 -0.5 -0.2
H 0.863784 1.648284 -5.364809 0.4 0.0 -0.7
H 1.537434 -0.021616 -5.530339 0.4 0.4 0.2
```
Forces are in eV/Å.

Record 2
Here is a cluster of 8 separate species, C42H106N6O14 in total at a distorted geometry from the OMol25 dataset. Energies are from the ωB97M-V functional and the def2-TZVPD basis.

E_HOMO: -8.3 eV
structure (SMILES): COCCNCCOC.COCCNCCOC.COCCNCCOC.COCCNCCOC.COCCNCCOC.COCCNCCOC.CC(C)O.CC(C)O
relative energy (zero: lowest compared OMol25 entry of this formula, charge and spin): 555.98 kJ/mol
net charge: 0
E_LUMO: 0.0187 Ha
gap between HOMO and LUMO: 8.810 eV

XYZ file:
```
168
Properties=species:S:1:pos:R:3:forces:R:3
C 1.291781 -2.242097 -0.917911 0.3 0.5 -1.6
C -0.127521 -1.883408 -0.437658 3.6 1.3 -1.3
C -0.672672 -0.746026 -1.308539 1.0 0.0 0.9
O -0.866037 -3.003459 -0.691756 -1.4 -1.4 0.9
H 1.087771 -2.538799 -1.946724 0.3 -0.8 -0.2
H 1.948119 -2.953344 -0.416467 -0.7 -0.3 0.3
H 1.951493 -1.400511 -1.129138 -0.2 0.6 0.6
H 0.037202 -1.533774 0.581520 -1.0 -0.3 0.6
H 0.117507 -0.029081 -1.531504 -0.1 0.4 0.4
H -1.418898 -0.332548 -0.630093 -0.6 0.6 -1.0
H -0.945837 -1.095505 -2.304209 -0.7 -0.2 0.4
H -1.774100 -2.730399 -0.541890 -0.4 -0.4 -0.1
C 4.220650 -0.874909 -4.239918 -0.2 -1.8 0.3
C 4.153680 -1.603012 -5.605496 1.2 1.1 -1.0
C 4.843509 -0.805746 -6.716276 0.1 1.1 0.4
O 4.861027 -2.868393 -5.629035 -0.9 0.4 1.1
H 3.523226 -1.427536 -3.610389 -0.1 0.0 0.3
H 3.881804 0.159976 -4.192070 0.2 0.0 -0.6
H 5.177483 -1.016507 -3.737400 0.3 0.3 -0.3
H 3.093477 -1.703925 -5.837631 -0.1 -0.4 -0.1
H 4.543526 0.242136 -6.708683 -0.4 0.1 -0.1
H 4.716944 -1.172504 -7.734885 -0.2 -0.3 0.1
H 5.912459 -0.756102 -6.508947 0.1 -0.3 0.0
H 4.729318 -3.208695 -6.516982 0.1 -0.2 0.0
C -3.817836 4.050717 3.715013 -0.4 -2.1 -0.6
O -2.685671 3.154570 3.533654 0.0 1.7 -0.3
C -2.982102 1.790925 3.678734 -1.8 -0.4 -0.1
C -1.728916 0.995561 3.670001 -0.3 0.3 0.8
N -1.037233 1.166887 2.408413 1.9 -0.4 -0.4
C 0.368253 0.647883 2.510658 0.9 0.5 0.4
C 1.512529 0.947046 1.416987 -1.3 -1.5 1.6
O 2.607878 0.154734 1.935599 0.8 1.0 -0.8
C 3.907662 0.461728 1.320646 -1.0 -0.1 0.8
H -4.249630 3.836016 4.692535 0.1 0.5 0.3
H -4.568492 3.723456 2.995631 -0.3 0.0 -0.1
H -3.691549 5.109619 3.489481 1.0 -0.2 0.3
H -3.660993 1.342056 2.953679 -0.1 0.6 -0.9
H -3.571008 1.612717 4.578473 0.3 0.1 0.8
H -2.007544 -0.034164 3.893923 0.3 -0.2 -0.3
H -1.234168 1.405617 4.550446 1.1 -0.3 0.1
H -0.873831 2.162054 2.353336 -0.4 0.4 -0.2
H 0.380734 -0.430962 2.665705 -0.2 -0.1 -0.4
H 0.797140 1.024791 3.439140 0.2 0.2 0.3
H 1.839014 1.982755 1.323131 -0.3 0.1 0.0
H 1.089961 0.539610 0.498551 0.6 0.2 -0.5
H 3.961593 -0.055405 0.362653 0.4 0.3 0.1
H 4.725374 0.215211 1.997905 -0.3 -1.2 0.1
H 4.148841 1.524072 1.283750 -0.8 0.5 -0.7
C -11.163609 -1.433043 -2.206860 -0.6 1.2 0.5
O -10.726635 -0.770008 -1.021415 1.6 1.3 -0.4
C -9.963347 0.485051 -1.270641 -1.3 -1.5 -0.7
C -9.337799 1.053749 -0.038271 0.4 -0.8 -0.5
N -7.930705 0.628549 0.010678 -0.2 1.6 0.2
C -7.370937 1.073728 1.280357 0.8 0.5 -0.3
C -5.817813 1.330406 1.182741 -1.4 -0.3 -0.4
O -5.128680 0.161996 1.456259 0.9 -1.6 0.7
C -4.810545 -0.723244 0.371063 0.1 1.2 0.4
H -11.687074 -2.315559 -1.839107 0.3 -0.1 -0.4
H -10.423665 -1.603730 -2.988813 0.6 -0.5 0.5
H -11.870206 -0.779120 -2.717937 -0.5 0.0 0.0
H -10.582492 1.230438 -1.769783 -0.6 -0.1 0.1
H -9.159300 0.315148 -1.986686 0.1 -0.4 -0.1
H -9.869037 0.809711 0.881692 -0.4 -0.3 0.0
H -9.418991 2.134077 -0.158229 0.5 0.2 0.2
H -7.771597 -0.351254 -0.175775 -0.4 -0.1 0.2
H -7.714316 0.387937 2.054877 0.9 -0.4 0.5
H -7.894688 1.974353 1.600753 0.2 0.5 -0.5
H -5.453415 2.147440 1.805448 -0.2 -0.3 0.7
H -5.515642 1.671680 0.192620 -0.6 0.1 -0.5
H -4.448542 -0.072655 -0.425048 0.3 -0.4 -0.4
H -5.633333 -1.329615 -0.007650 -0.4 0.1 0.2
H -4.033209 -1.404403 0.717299 0.0 0.2 0.0
C 9.913931 2.082368 1.572770 0.2 -0.2 -2.0
O 8.628494 1.914217 2.050225 -0.9 1.0 1.8
C 7.710237 0.924577 1.581017 1.4 1.5 -1.3
C 7.669100 0.927947 0.034579 -1.9 -0.6 -0.9
N 6.649635 -0.013186 -0.440134 -0.5 -2.2 1.1
C 6.785431 -1.457001 -0.069766 -0.4 0.2 -2.2
C 5.780424 -2.329195 -0.954120 0.9 1.5 1.1
O 5.813599 -3.637437 -0.460067 -1.0 0.0 -0.2
C 4.729750 -4.439689 -0.945834 0.8 -0.7 0.0
H 10.561856 1.212373 1.679506 0.1 -0.2 0.2
H 10.446325 2.973902 1.904191 -0.5 -0.1 1.1
H 9.830159 2.328045 0.514133 0.3 -0.3 -0.5
H 6.747032 1.293053 1.933943 0.0 -0.4 0.1
H 7.999753 -0.019019 2.043510 -0.3 -0.3 -0.3
H 8.609424 0.865679 -0.513157 0.4 -0.4 0.5
H 7.127204 1.756501 -0.421437 0.9 1.4 0.9
H 6.447924 0.089014 -1.424493 0.2 0.0 0.0
H 6.646736 -1.656630 0.992787 -0.4 0.2 -0.1
H 7.798647 -1.776591 -0.313397 0.2 -0.4 0.0
H 5.986535 -2.263651 -2.022441 0.9 -0.3 -0.3
H 4.799766 -1.853617 -0.969298 -0.6 -0.1 0.9
H 5.196156 -5.393105 -1.193958 -0.2 -0.1 -0.4
H 4.216890 -4.012584 -1.807618 0.2 0.1 -0.1
H 3.975628 -4.702462 -0.203977 0.0 0.5 0.4
C 3.447128 -4.300445 2.910752 -0.2 1.1 0.0
O 2.648956 -5.183266 3.704752 0.6 1.9 0.2
C 2.352065 -6.341266 3.008532 0.4 -1.0 0.2
C 1.560389 -7.311726 3.862553 1.0 -0.5 2.2
N 2.129364 -7.436039 5.309556 -1.7 0.0 -1.7
C 3.403866 -8.140388 5.335939 0.0 0.2 -0.3
C 3.842038 -8.515287 6.769468 0.2 -0.6 -1.3
O 5.021889 -9.374657 6.674854 -1.5 1.0 -0.1
C 5.258369 -10.141436 7.814395 1.5 -0.4 0.4
H 3.825446 -3.472886 3.510854 -0.4 -0.1 0.4
H 2.893901 -3.842366 2.090881 -0.7 0.0 0.0
H 4.336025 -4.643619 2.381420 0.2 -1.3 0.4
H 3.355986 -6.728912 2.835416 -0.2 -0.8 -1.1
H 1.730757 -6.122927 2.139976 0.4 0.0 -0.6
H 1.599320 -8.334005 3.486353 0.2 0.1 -0.4
H 0.501721 -7.055657 3.820504 0.0 0.3 0.7
H 2.185802 -6.493009 5.666787 0.3 0.1 0.1
H 4.159095 -7.561799 4.803983 0.6 0.2 0.3
H 3.296332 -9.017459 4.697742 -0.1 -0.4 0.4
H 3.017624 -9.042928 7.249088 0.0 -0.2 0.0
H 4.003845 -7.589671 7.321884 0.5 0.0 0.3
H 4.584709 -10.967367 8.042733 -0.8 0.4 -0.1
H 5.486584 -9.539432 8.693946 -0.6 0.2 0.3
H 6.203286 -10.663112 7.662438 0.2 0.0 -0.4
C 1.775746 2.544019 -2.272567 -0.9 0.6 0.3
O 0.834575 2.613474 -3.353792 1.2 -0.3 -0.4
C 1.354742 2.099886 -4.588553 0.3 -0.4 0.0
C 0.396578 2.353589 -5.717494 -2.9 -0.3 0.6
N -1.033577 2.043149 -5.292762 0.4 -0.3 -0.4
C -1.361553 0.597063 -5.115238 -1.1 0.9 0.0
C -2.909720 0.334691 -4.939838 -0.8 0.9 0.8
O -3.405784 0.511711 -3.559852 2.1 0.5 0.3
C -4.786732 0.675184 -3.324764 -0.1 -0.6 -1.7
H 1.198187 2.803998 -1.385472 -0.1 -0.1 0.0
H 2.558056 3.300864 -2.329859 0.2 0.0 -0.4
H 2.221413 1.567987 -2.080615 0.0 -0.3 -0.4
H 1.518535 1.026222 -4.496327 0.0 -0.3 0.2
H 2.312391 2.524694 -4.889461 0.3 0.3 0.4
H 0.527948 1.762701 -6.623966 0.7 -0.1 0.2
H 0.392632 3.399256 -6.025176 0.1 0.1 0.1
H -1.169851 2.523195 -4.414638 -0.2 0.0 0.2
H -0.813186 0.135980 -4.293784 0.0 -0.2 0.1
H -1.096639 0.110020 -6.053701 0.1 -0.2 0.0
H -3.239394 -0.628683 -5.328846 0.5 -0.6 0.3
H -3.483815 1.013864 -5.570117 0.3 0.5 -0.1
H -5.188203 -0.325606 -3.483897 -0.9 0.1 -0.1
H -5.196906 1.411875 -4.015532 -0.2 -0.2 -0.5
H -5.155385 1.042383 -2.366974 1.2 -0.1 0.5
C -1.697626 3.024479 0.009969 0.8 0.0 0.2
O -1.780892 4.281696 -0.638458 2.8 -0.7 1.0
C -2.983624 4.445690 -1.203455 -2.9 0.9 0.3
C -4.047165 4.768449 -0.001802 -0.7 0.3 -1.8
N -4.390449 6.199110 0.232256 1.7 -1.4 0.9
C -3.185712 7.022269 0.584356 -2.6 0.8 0.0
C -3.641160 8.511168 0.633694 2.7 -1.3 -0.4
O -3.816662 9.030503 -0.689134 -1.0 -1.3 2.0
C -3.670985 10.406633 -0.675668 0.8 0.3 -0.9
H -2.136911 2.271925 -0.644859 0.0 -0.3 0.2
H -2.097651 2.982780 1.023055 -0.8 0.3 -0.2
H -0.650988 2.797325 0.212591 0.2 0.0 -0.6
H -3.227978 3.627941 -1.881456 -0.6 -1.2 0.7
H -2.918418 5.155451 -2.028130 -0.1 1.3 0.7
H -3.773343 4.266657 0.926277 0.9 0.5 0.0
H -4.973008 4.215676 -0.161063 -0.4 0.3 -0.6
H -4.946409 6.567876 -0.526038 0.4 0.2 -0.1
H -2.296729 6.789060 -0.001660 -0.1 0.5 -0.5
H -2.857869 6.892153 1.615714 -0.3 -0.8 0.3
H -2.774480 8.949089 1.128869 0.7 0.8 -0.6
H -4.325686 8.724048 1.454797 -1.4 -0.2 -0.8
H -3.764843 10.657802 -1.732164 -0.2 0.7 0.2
H -2.646006 10.602770 -0.360968 0.2 0.5 0.1
H -4.350942 10.949121 -0.018806 -0.3 0.0 -0.1
```
Forces are in eV/Å.